1.
Entry from OMol25: 15 unconnected molecules or ions with the total composition C57H139N23O15 in a non-equilibrium geometry (ωB97M-V/def2-TZVPD).

Computed properties:
energy above the lowest of the compared OMol25 structures with the same formula, charge and spin	11.34	kcal per mole
E_HOMO	-8.3844	eV
frontier orbital gap	0.31622	hartree
LUMO level	0.2	eV

Element x y z (Å)
1 H 3.969 1.253 2.822
2 H 0.344 -7.379 4.263
3 H 4.597 -1.771 4.213
4 N 4.175 -2.494 3.610
5 N -0.143 0.124 2.473
6 H -1.482 6.083 -1.946
7 H 6.028 0.099 0.626
8 H -0.423 7.782 -3.241
9 H 1.025 -6.595 6.678
10 C -4.972 -1.088 -1.933
11 C 4.699 0.385 -5.485
12 C -1.498 -4.474 -3.696
13 N -3.899 -0.249 -1.638
14 H -0.909 -7.347 3.020
15 H 4.217 -0.542 -5.942
16 H -2.762 4.762 -0.862
17 H 4.227 1.011 -2.823
18 C 1.023 0.621 -2.457
19 H -3.987 3.508 2.297
20 H -0.785 -3.520 2.830
21 H 3.215 1.474 -7.327
22 C 0.865 0.402 -4.971
23 C -5.111 6.658 -1.015
24 C -1.400 -3.185 -4.533
25 N -4.208 -3.747 0.520
26 H -0.076 -0.781 -0.213
27 O -4.880 -2.082 -2.605
28 H 0.499 -0.351 5.068
29 C -1.243 0.076 1.458
30 H -0.637 -7.963 -4.620
31 H -4.485 6.903 1.049
32 H -0.178 5.664 3.186
33 H -2.401 -2.643 -4.647
34 N -0.078 6.151 2.306
35 C -6.625 3.294 -1.968
36 N -4.935 -5.358 -1.030
37 C 1.479 0.331 -6.352
38 H -6.430 2.247 -1.883
39 C 2.434 3.668 -0.280
40 C 2.376 -1.060 -3.644
41 H -0.545 -3.416 -2.168
42 O 0.334 8.237 3.123
43 H -3.060 -0.334 -2.266
44 N 4.429 -4.395 1.514
45 H -6.007 0.288 -0.908
46 C -1.422 -4.139 -2.209
47 C 0.250 -5.812 6.609
48 O 0.966 0.678 1.823
49 N 6.757 1.953 -0.944
50 C -1.680 0.562 4.296
51 H -2.212 1.048 -0.098
52 C 0.070 -6.534 -3.274
53 H -3.468 -3.546 1.161
54 H -4.928 -4.599 -1.718
55 H 2.529 -1.518 -4.654
56 C -6.012 5.620 -1.802
57 C -0.323 2.564 3.367
58 H -3.791 0.298 3.883
59 C -0.364 1.004 3.629
60 O 6.276 0.458 -2.528
61 O 3.452 1.607 -2.826
62 H -3.394 -0.271 1.425
63 C -2.896 4.948 0.183
64 H -1.810 -1.180 -0.277
65 C -4.232 -5.073 0.178
66 N -0.216 7.999 1.019
67 H 2.733 -5.029 -0.229
68 H 3.061 5.297 -1.214
69 O 2.274 -5.677 4.299
70 N 3.211 4.297 -1.187
71 C 5.372 2.565 2.593
72 H -0.002 7.325 0.303
73 H 1.410 6.753 4.535
74 H -0.627 6.478 -4.277
75 H -2.342 -3.657 -1.910
76 C -1.113 -4.410 3.391
77 O 1.911 4.357 0.591
78 N -0.282 -5.286 -4.023
79 C 4.333 -3.829 0.321
80 O -0.415 -5.696 -5.427
81 H 1.658 0.605 -1.583
82 C -0.769 -7.818 -3.526
83 H 1.143 -2.148 2.343
84 H 3.372 3.833 -2.057
85 C 1.505 -6.789 -3.664
86 H -2.746 -5.779 -4.963
87 H 2.064 -6.556 4.683
88 H 3.627 2.727 3.741
89 H -4.687 4.186 -3.751
90 C 0.732 0.581 4.613
91 C -2.556 -0.254 2.185
92 O 0.280 6.264 -1.095
93 C 2.958 5.382 4.585
94 N 1.966 -2.669 2.625
95 H 1.829 -0.743 -6.591
96 H 3.973 -3.328 4.096
97 C 1.781 0.323 -3.776
98 H -4.439 -3.081 -0.243
99 H 0.217 5.587 1.511
100 O 5.936 2.013 1.680
101 H -4.067 6.745 -1.377
102 H -4.113 5.284 2.576
103 H 6.786 2.235 -0.007
104 H -0.689 -6.224 6.368
105 C 4.357 2.795 -5.138
106 H 2.775 -4.363 6.536
107 H -0.624 -3.216 6.723
108 H 2.158 5.630 2.699
109 H -0.984 -3.324 -5.599
110 H -1.421 2.372 1.082
111 H -4.067 0.742 -1.516
112 H 0.753 0.482 -7.216
113 H 6.621 4.080 2.357
114 H -7.068 5.702 -1.334
115 H 2.162 2.374 -6.491
116 C -0.943 -1.008 0.433
117 H 0.233 -5.406 7.654
118 H 0.922 -4.544 1.675
119 C 1.845 -3.817 6.323
120 H 2.075 -5.894 -3.511
121 C -0.459 -3.534 5.674
122 H -3.101 -5.970 -3.364
123 H 2.078 6.336 6.074
124 H -1.177 4.152 -3.207
125 H 0.187 -0.467 -4.922
126 C -1.172 -5.343 -1.351
127 N 6.023 -0.187 -0.360
128 H 1.696 1.920 0.478
129 H -0.476 1.417 -0.017
130 H 0.190 -0.096 -2.327
131 H 0.308 8.828 0.955
132 C -4.313 3.961 -2.789
133 H -2.554 5.958 0.320
134 C 0.540 -5.491 2.043
135 C 2.602 1.419 -6.392
136 N 2.347 2.331 -0.199
137 O 3.186 -0.871 2.358
138 H -2.217 -4.699 5.240
139 N -5.038 3.922 -0.351
140 H 1.534 -7.136 -4.690
141 H 0.891 1.316 5.401
142 H -1.216 -6.701 4.606
143 H 1.779 -3.333 3.382
144 H 0.225 -6.988 -1.148
145 H 3.652 3.590 -4.847
146 H 0.950 6.706 -3.529
147 H -2.531 -1.337 2.578
148 C -0.049 7.505 2.210
149 H 0.788 -5.267 -1.693
150 H -3.626 -4.464 -3.965
151 H 0.381 -5.267 -5.710
152 H 0.006 -2.656 5.242
153 H -1.163 -5.052 -0.310
154 H 0.643 5.496 -0.664
155 C -4.363 4.875 0.509
156 O 4.986 -2.858 -0.077
157 H 5.445 0.799 -6.219
158 C -0.131 6.743 -3.357
159 H -0.565 -8.657 -2.876
160 H -1.924 -4.851 2.784
161 H -6.153 6.041 -2.790
162 H 2.089 -3.056 5.597
163 N 3.503 -4.512 -0.564
164 H -1.846 1.226 5.161
165 H 5.106 2.535 -4.403
166 H -2.086 -5.891 -1.333
167 C 0.047 -6.102 -1.783
168 H 0.333 1.359 -4.725
169 C -5.418 4.214 -1.725
170 H -3.507 4.669 -2.524
171 H -1.773 -7.498 -3.395
172 H -7.046 3.429 -2.942
173 H 1.896 -7.660 -3.135
174 C -0.458 5.846 -2.191
175 O -3.686 -5.985 0.808
176 H 1.646 -1.718 -3.153
177 H 1.563 -3.315 7.208
178 C -2.890 0.608 3.380
179 H 2.863 1.913 -0.936
180 N 2.754 1.370 -4.025
181 H 1.681 0.025 1.980
182 C 6.350 0.728 -1.348
183 C -1.591 -3.939 4.762
184 H -6.039 6.225 0.853
185 N 2.795 5.090 3.256
186 C -4.511 4.439 1.973
187 H 3.310 -3.816 -1.361
188 C -2.786 -5.200 -4.023
189 C -1.371 1.361 0.603
190 O -4.305 2.633 -0.189
191 N 4.295 2.090 3.295
192 C -0.367 4.399 -2.514
193 H -3.176 1.646 3.136
194 H 5.685 4.185 3.752
195 C 3.093 -1.977 2.854
196 H 3.688 4.873 2.762
197 H 0.435 2.798 2.631
198 H -4.857 -6.332 -1.295
199 H -0.400 3.773 -1.624
200 H 6.879 2.716 -1.679
201 H 0.587 4.097 -2.965
202 H -5.560 4.206 2.120
203 O 3.893 4.953 5.243
204 H -7.385 3.562 -1.195
205 H -1.350 2.817 3.035
206 H 3.309 -1.140 -3.099
207 H -3.875 2.911 -2.830
208 H -0.247 -5.842 1.357
209 H -0.574 -2.589 -4.091
210 H 1.348 -6.181 1.884
211 H -1.615 -0.509 4.623
212 N 5.711 3.867 2.792
213 H 1.749 0.394 4.127
214 H 3.775 -5.105 1.845
215 H -6.918 -1.197 -1.369
216 H 0.500 1.592 -2.540
217 N -6.124 -0.610 -1.417
218 C 0.042 -5.427 3.423
219 H -3.351 2.809 -0.058
220 C -0.464 -6.795 3.826
221 H 5.670 -1.107 -0.638
222 N 1.974 6.174 5.078
223 N 1.126 -4.892 4.377
224 H -0.817 -1.966 0.948
225 H 5.081 -3.936 2.099
226 H -5.464 7.715 -1.033
227 H -0.114 2.909 4.348
228 C 3.582 1.429 -5.209
229 H -2.248 -3.061 4.608
230 C 0.667 -4.597 5.763
231 H -2.295 4.254 0.754
232 C -5.071 6.178 0.428
233 H 4.768 2.889 -6.175
234 H 5.177 0.179 -4.563

---

2.
Entry from OMol25: 12 unconnected molecules or ions with the total composition C57H142F3N10O23 in a non-equilibrium geometry (ωB97M-V/def2-TZVPD).

Computed properties:
net charge	-1
energy above the lowest of the compared OMol25 structures with the same formula, charge and spin	0.00	kcal per mole
E_HOMO	-5.5608	eV
frontier orbital gap	0.28058	hartree
LUMO level	2.1	eV

Element x y z (Å)
1 H 0.340 -3.762 0.606
2 H 4.737 -2.117 6.587
3 H 2.733 -3.908 -2.273
4 H -4.751 -1.128 3.559
5 C -7.745 1.214 0.972
6 H -4.657 3.262 -2.799
7 H -1.836 0.806 5.276
8 C -9.359 -0.184 -2.092
9 H 1.974 5.905 0.273
10 C -7.809 1.102 -3.284
11 H 5.151 -0.020 -7.708
12 H -4.795 1.100 5.007
13 H 7.734 -4.774 3.213
14 H -6.366 -0.508 2.257
15 C -5.125 5.482 0.386
16 H 5.877 -0.082 1.800
17 F -1.712 0.321 -1.978
18 C 6.432 -2.380 2.842
19 H 0.513 -0.419 5.819
20 C -1.454 5.167 -2.460
21 H -0.092 -1.873 6.623
22 C 5.687 2.745 -1.776
23 H -5.305 -2.592 0.961
24 O 1.451 4.985 3.676
25 H 4.708 -5.201 -2.045
26 H 4.064 -3.082 4.869
27 C 4.317 -1.676 -1.357
28 H -0.741 2.090 -0.201
29 C -5.778 -3.043 -3.005
30 O 0.591 -4.971 2.190
31 H 5.113 0.228 -3.645
32 N 2.082 -4.415 -1.662
33 N -6.215 -2.088 -0.784
34 C -6.602 -0.828 1.230
35 F -2.460 0.162 -0.032
36 C 0.538 5.555 -6.579
37 C 5.607 -1.292 3.433
38 H -3.316 3.766 -0.647
39 F -0.908 -1.232 -0.627
40 O 2.593 -0.362 -2.166
41 H -1.635 4.273 -6.182
42 N 5.926 0.004 2.816
43 C 1.137 -2.590 2.204
44 C -6.301 1.351 -3.261
45 H 3.503 -2.280 7.926
46 C 2.615 4.189 5.656
47 H -9.501 -1.232 -1.782
48 H 3.666 1.958 -0.359
49 H 5.734 -1.060 4.503
50 H -4.031 0.047 6.099
51 O -7.061 -0.292 4.697
52 H 0.139 -2.477 2.729
53 H 0.120 5.244 -7.570
54 H -6.165 -1.421 6.166
55 O 0.808 1.111 -0.982
56 N -0.900 3.903 -2.913
57 H 4.466 -4.896 -0.316
58 O 1.414 -3.024 -4.117
59 O 1.791 2.960 5.631
60 H 2.897 3.600 -0.227
61 H 0.121 4.011 -2.942
62 H 2.952 -0.656 -0.168
63 H -6.340 -2.190 -3.488
64 H 0.429 -2.570 -2.459
65 O -6.753 0.370 0.428
66 H -0.284 -6.820 1.980
67 H -7.587 -1.325 1.209
68 H -0.842 -0.181 6.931
69 H -6.518 0.239 6.620
70 H -7.827 2.021 0.255
71 C -0.251 1.046 -0.281
72 C 6.139 2.365 3.711
73 C -4.746 0.013 5.288
74 H 6.252 -2.358 1.753
75 H 6.544 3.103 -1.197
76 C 3.405 2.898 -0.888
77 O 2.744 -2.145 6.062
78 C -5.198 -2.652 -1.706
79 O -1.331 -1.182 5.169
80 C 1.658 0.852 2.907
81 H -8.712 0.691 1.031
82 C 5.191 0.933 -4.492
83 H -4.801 -0.823 -7.157
84 H -8.139 1.029 -4.315
85 H 2.471 0.292 2.394
86 H 6.497 -7.812 -0.368
87 H -9.444 0.500 -1.216
88 H -1.324 5.500 -4.933
89 H -1.177 6.044 -3.105
90 N -4.377 -1.201 -6.295
91 H 3.700 -0.738 7.069
92 H 5.048 1.685 -8.279
93 O -0.016 0.580 1.144
94 H 0.937 4.158 3.688
95 C 5.232 1.188 3.302
96 H 5.050 2.838 -4.984
97 H -8.323 1.921 -2.713
98 C 3.756 -1.817 6.976
99 C 2.977 -1.159 -1.095
100 H 7.196 2.136 3.573
101 H 1.006 -5.439 -3.137
102 H 2.256 -1.997 -1.046
103 H -8.460 -1.736 5.321
104 O 4.722 -6.853 -0.872
105 N -4.122 -0.765 4.244
106 H 6.504 -6.765 -1.854
107 C 2.746 -5.702 -1.451
108 H -4.463 -1.812 -1.766
109 C 1.072 -3.901 1.422
110 C 6.140 -6.870 -0.823
111 C -3.693 -0.281 -5.493
112 H 0.299 6.063 0.926
113 H -4.582 3.033 0.260
114 H -5.365 4.819 1.221
115 C -0.992 4.556 -5.336
116 C 2.068 -3.580 4.196
117 H -4.502 -2.170 -6.032
118 H 5.014 -0.820 -1.201
119 H 1.348 2.848 6.474
120 H -4.779 -3.535 -1.218
121 H 4.187 -0.611 -5.511
122 H -6.128 2.124 -3.990
123 H 5.899 3.290 3.130
124 H 7.857 3.519 5.374
125 C -5.592 -1.680 0.474
126 H 6.161 -5.634 3.388
127 H -0.511 -3.647 -3.601
128 H 0.244 2.442 2.107
129 H -3.126 0.843 3.174
130 H 4.533 -1.553 3.377
131 O -5.076 4.725 -0.831
132 C 0.790 1.513 1.734
133 H 0.149 -2.286 -5.587
134 H 3.098 0.731 -4.882
135 C 0.953 5.534 0.183
136 N -5.890 1.859 -1.953
137 H 2.145 1.588 3.558
138 C -1.225 3.488 -4.298
139 H 2.686 -6.367 -2.323
140 C 3.079 -3.256 5.302
141 H 1.291 -6.635 1.144
142 H -2.779 -1.760 -4.472
143 O 5.986 2.651 5.087
144 O 0.373 4.539 -5.638
145 O 4.596 3.566 -1.357
146 O 0.440 5.633 -1.129
147 H 1.893 0.278 -1.794
148 C 0.933 -1.962 -4.895
149 C 0.335 -6.111 1.412
150 H 6.075 1.227 -6.931
151 H -5.853 6.318 0.344
152 H -5.650 0.486 -3.590
153 H 6.545 -6.041 -0.239
154 H 1.577 1.820 1.021
155 N 5.029 2.320 -4.110
156 C 6.758 3.680 5.588
157 C -0.945 5.402 -1.059
158 C 0.863 -4.621 -2.393
159 H 3.943 -1.882 -3.374
160 H -0.622 2.589 -4.460
161 O 5.999 -3.589 3.380
162 H 1.717 -1.582 -5.489
163 H -6.815 -1.304 -1.111
164 C 4.035 0.468 -5.365
165 H 6.232 3.881 -3.506
166 O 4.480 -2.273 -2.656
167 H 6.182 0.774 -5.027
168 C -2.954 -0.160 3.582
169 C -8.385 -0.694 4.904
170 H -8.923 -0.153 5.686
171 H 4.665 -2.428 -0.627
172 H -4.653 -1.133 0.329
173 H -3.841 1.900 -2.125
174 C -6.136 -0.348 5.778
175 H -4.628 -4.523 -5.662
176 H 6.646 -4.935 1.842
177 C 2.738 4.567 4.231
178 H 0.001 6.482 -6.235
179 H 2.071 4.924 6.232
180 C 0.445 -3.387 -3.151
181 H 1.231 -1.760 1.488
182 H -10.158 0.065 -2.805
183 H -0.850 0.344 3.922
184 H 6.412 4.703 5.247
185 H 6.711 3.610 6.674
186 H 5.492 1.744 -1.452
187 C -5.396 -4.360 -4.905
188 H 1.593 5.770 -6.724
189 O 4.016 1.233 -6.551
190 H -0.026 -4.923 -1.858
191 H -5.748 -5.339 -4.547
192 H -7.535 1.687 1.922
193 H -1.511 6.250 -0.602
194 C -0.398 -0.899 6.205
195 C -4.662 2.599 -1.924
196 H -5.840 1.102 -1.275
197 H -6.264 -3.834 -5.363
198 H 4.433 1.542 2.637
199 H 3.319 5.448 4.041
200 H 3.085 -4.181 5.893
201 H -0.268 -5.854 0.516
202 H 4.703 0.962 4.251
203 H -4.110 5.821 0.622
204 C 4.224 -5.556 -1.127
205 H 2.221 -6.276 -0.647
206 C -1.689 0.001 4.534
207 H 2.358 -4.581 3.892
208 C 6.055 2.834 -3.196
209 H 0.887 4.487 0.576
210 H -2.622 -0.802 2.735
211 H 1.137 0.104 3.497
212 H -8.871 -0.658 3.938
213 O -4.823 -3.504 -3.913
214 C 5.136 1.024 -7.433
215 C -4.375 3.503 -0.687
216 H 2.046 -4.079 0.961
217 H 3.626 3.977 6.054
218 H 2.218 -1.696 3.713
219 N 2.223 -2.552 3.167
220 O -3.830 0.885 -5.736
221 O -8.059 -0.157 -2.703
222 H -6.610 -3.708 -2.776
223 H -2.566 5.179 -2.485
224 N -2.755 -0.740 -4.592
225 H 7.030 2.319 -3.368
226 H -2.314 -0.074 -3.970
227 C 6.682 -4.778 2.934
228 H -2.295 3.225 -4.352
229 C -1.313 0.032 -0.699
230 H 7.506 -2.215 3.017
231 H 1.030 -3.533 4.519
232 H 2.730 2.664 -1.708
233 H -1.195 4.532 -0.396
234 H 0.587 -1.119 -4.249
235 H 3.131 3.727 3.675

---

Q: The lowest LUMO level belongs to which entry?
A: C57H139N23O15

---

Q: The lowest energy above the lowest of the compared OMol25 structures with the same formula, charge and spin belongs to which entry?
A: C57H142F3N10O23